# 1
19
Properties=species:S:1:pos:R:3:forces:R:3:nbo_charge:R:1 method="wB97M-V/def2-TZVPD" homo_ev="0.682 / -7.157" s2=0.750 homo_lumo_gap_ev="2.161 / 9.936" total_charge=-1 multiplicity=2
N -0.749690 1.298503 -0.766871 0.7 1.0 -0.1 -1.131
H -0.227046 0.628958 -1.333805 -0.1 -0.2 -0.1 0.400
H -1.005849 2.028432 -1.433533 -0.6 -0.4 -0.1 0.350
H -0.038801 1.847624 -0.273518 0.1 -0.5 0.4 0.365
H -0.546045 -1.523434 -2.542320 0.1 -0.2 0.2 0.497
H 0.355893 -0.975011 -3.622149 0.1 0.0 0.1 0.430
O 0.291296 -1.018827 -2.658709 -0.1 0.2 -0.2 -1.066
H -1.186985 -0.557271 2.235981 -0.1 -0.2 0.0 0.457
H -1.002367 0.380268 1.046823 -0.1 0.3 -0.2 0.507
O -0.891515 0.326803 2.011937 0.3 -0.1 0.2 -1.011
H -1.643766 -3.636260 -2.702278 0.2 -0.1 0.1 0.305
H -2.650258 -2.528914 -2.780065 -0.1 0.2 0.1 0.307
O -1.856644 -2.784500 -2.262362 -0.2 0.0 -0.2 -1.400
H 2.112286 2.173253 1.194782 0.2 -0.1 -0.2 0.469
H 0.997119 2.558088 2.097994 -0.3 0.1 0.0 0.479
O 1.397086 2.810472 1.258243 0.1 0.0 0.2 -0.947
H 1.744177 -0.181680 2.901352 0.0 0.1 0.0 0.484
H 2.406718 -0.783116 4.127376 0.0 -0.1 0.1 0.463
O 2.494392 -0.063388 3.501121 -0.1 0.1 -0.3 -0.958



# 2
12
Properties=species:S:1:pos:R:3:forces:R:3:nbo_charge:R:1 method="wB97M-V/def2-TZVPD" homo_ev=-9.289 smiles="O=C(O)CCS" homo_lumo_gap_ev=9.895
O 2.183794 -0.768371 -1.174964 0.1 0.1 -0.5 -0.561
C 1.499468 -0.136108 -0.432307 0.0 -0.4 0.9 0.803
O 1.859302 0.146329 0.854049 -0.5 0.7 0.5 -0.732
C 0.096367 0.407713 -0.618962 0.8 0.1 0.3 -0.526
C -0.885462 -0.211561 0.394861 -1.2 0.8 -0.6 -0.492
S -2.438113 -0.625550 -0.498820 0.0 -0.3 -0.3 -0.061
H 2.782154 0.061972 1.115488 0.2 -0.5 -0.7 0.505
H 0.215646 1.454714 -0.335205 -0.2 0.1 -0.3 0.239
H -0.214994 0.354527 -1.660950 0.0 -0.2 0.1 0.244
H -1.200915 0.574810 1.075385 0.3 -0.3 0.4 0.228
H -0.527979 -1.078124 0.927122 0.2 -0.1 0.1 0.227
H -3.369269 -0.180348 0.354307 0.2 0.0 0.2 0.127



# 3
15
Properties=species:S:1:pos:R:3:forces:R:3:nbo_charge:R:1 method="wB97M-V/def2-TZVPD" homo_ev=-8.888 smiles=CN[Si](C)(O)O homo_lumo_gap_ev=9.539
C -1.932968 -0.441034 0.010599 0.7 -2.0 -1.2 -0.411
N -0.707277 -0.770590 0.747956 0.4 0.4 0.3 -1.112
Si 0.820515 -0.153344 0.179504 -1.4 1.0 0.1 2.184
C 0.616884 1.529655 -0.721825 -0.7 0.1 1.3 -1.150
O 1.491187 -0.936205 -1.055613 -0.4 1.0 -1.1 -1.106
O 1.899493 -0.246513 1.367275 1.1 -0.6 -1.4 -1.107
H -2.763426 -0.803640 0.663176 0.2 1.0 -0.9 0.203
H -1.887026 0.611089 -0.318272 -0.8 -0.5 0.5 0.195
H -1.917780 -1.075855 -0.968233 -0.5 1.0 1.4 0.173
H -0.891748 -1.359040 1.566507 0.6 0.5 -0.7 0.401
H 1.060190 2.431168 -0.177138 0.0 -1.4 -1.1 0.247
H 0.934308 1.284705 -1.752243 0.2 0.8 0.6 0.256
H -0.459199 1.788309 -0.759477 0.5 -0.1 -0.2 0.220
H 1.872798 -1.776486 -1.050993 0.7 -1.9 0.2 0.501
H 1.864049 -0.082224 2.268773 -0.4 0.5 2.2 0.507



# 4
14
Properties=species:S:1:pos:R:3:forces:R:3:nbo_charge:R:1 method="wB97M-V/def2-TZVPD" homo_ev=-9.238 smiles=C[C@@H]1P[C@H]1C homo_lumo_gap_ev=10.465
C 1.210069 1.338746 -0.051456 1.4 1.8 -1.3 -0.614
C 0.061533 0.538696 -0.606024 -0.2 0.5 3.4 -0.449
P -1.591002 1.135055 -0.007211 -1.6 -3.4 -2.5 0.434
C -0.572906 -0.431010 0.395424 0.8 1.0 0.4 -0.410
C -1.115683 -1.698095 -0.225624 -0.1 -0.9 -2.0 -0.635
H 2.120863 1.160085 -0.710232 -1.0 0.5 0.5 0.209
H 1.570311 0.952231 0.894101 -0.4 0.5 0.6 0.212
H 0.949151 2.476249 -0.089856 1.0 -2.0 0.5 0.210
H 0.336659 0.353438 -1.576090 -0.5 -1.4 -2.4 0.223
H -0.992290 2.036362 0.674599 1.6 2.5 2.7 -0.071
H -0.037997 -0.551719 1.417765 -1.0 0.4 -1.9 0.236
H -0.592927 -1.802601 -1.279821 -1.3 -0.1 2.0 0.208
H -2.243465 -1.797263 -0.361963 1.5 0.4 0.2 0.224
H -0.801769 -2.566851 0.359368 0.0 0.1 -0.1 0.223



# 5
18
Properties=species:S:1:pos:R:3:forces:R:3:nbo_charge:R:1 method="wB97M-V/def2-TZVPD" homo_ev=-12.777 homo_lumo_gap_ev=9.277 total_charge=+1
C 0.336415 1.230249 2.300894 0.3 0.0 0.1 -0.424
N 0.333679 1.257284 0.798925 -0.2 -0.2 0.5 -0.690
H -0.622639 1.563950 2.667121 -0.2 0.1 0.0 0.240
H 0.516605 0.219692 2.638769 0.1 -0.2 0.0 0.237
H 1.126438 1.872882 2.678052 -0.1 0.1 -0.1 0.241
H -0.259316 2.016140 0.466369 0.2 0.1 -0.2 0.445
H -0.067391 0.388011 0.393288 0.1 0.2 -0.3 0.462
H 1.280856 1.365459 0.431256 -0.2 0.0 -0.1 0.444
C 1.162053 -1.351743 -1.152028 0.2 0.0 -0.3 -0.652
C -0.080390 -0.664540 -1.640885 0.1 -0.3 0.4 -0.302
C -1.264199 -0.872605 -1.072921 -0.5 0.0 -0.3 0.096
O -2.373505 -0.185151 -1.471513 0.1 0.0 0.1 -0.675
H 2.006938 -0.663301 -1.112425 0.1 0.1 0.0 0.208
H 1.036951 -1.783843 -0.161740 -0.1 -0.1 0.1 0.207
H 1.486667 -2.146198 -1.823373 -0.1 -0.1 0.0 0.253
H -0.020913 -0.014832 -2.500642 0.0 0.2 -0.1 0.233
H -1.428073 -1.645023 -0.328216 0.1 0.0 0.2 0.182
H -3.170176 -0.586428 -1.110931 0.0 0.0 0.0 0.495



# 6
58
Properties=species:S:1:pos:R:3:forces:R:3:nbo_charge:R:1 method="wB97M-V/def2-TZVPD" homo_ev=-8.205 smiles="O=C(c1cc(-c2ccncc2)nc2ccc(Cl)cc12)N1CCN(Cc2ccc3c(c2)OCO3)CC1" homo_lumo_gap_ev=7.759
O -0.541112 -0.977393 -2.478234 0.0 0.1 -0.2 -0.603
C -0.698903 -0.873160 -1.276140 -0.1 -0.1 0.2 0.657
C -1.739278 0.049523 -0.707564 -0.4 0.2 -0.1 -0.051
C -3.067624 -0.283106 -0.719335 0.4 0.1 0.1 -0.222
C -4.021092 0.649574 -0.245323 0.5 0.2 0.1 0.207
C -5.456464 0.333254 -0.231673 -0.6 -0.1 0.0 -0.028
C -5.937907 -0.970709 -0.130184 0.1 0.3 0.0 -0.247
C -7.308854 -1.171400 -0.122948 0.2 -0.2 0.0 0.039
N -8.193061 -0.193201 -0.207933 -0.5 -0.1 0.0 -0.412
C -7.738004 1.045972 -0.295899 0.2 0.3 0.0 0.038
C -6.391678 1.365310 -0.309440 0.1 -0.2 0.0 -0.225
N -3.682573 1.839403 0.194495 -0.6 -0.1 0.0 -0.406
C -2.390080 2.198986 0.206597 0.7 -0.3 -0.2 0.138
C -2.047609 3.483625 0.683968 0.2 0.0 0.0 -0.164
C -0.744098 3.888195 0.717214 -0.2 0.1 0.0 -0.228
C 0.270227 3.024730 0.266615 -0.1 -0.4 -0.1 -0.024
Cl 1.912710 3.562186 0.325749 0.1 0.0 0.0 0.013
C -0.017718 1.773405 -0.207872 0.2 0.3 0.1 -0.238
C -1.354136 1.333374 -0.240948 -0.5 0.2 0.1 -0.017
N 0.049034 -1.552066 -0.383943 0.1 -0.1 0.0 -0.431
C -0.101706 -1.509711 1.052748 0.0 0.1 0.5 -0.227
C 1.275723 -1.384970 1.693828 -0.1 0.0 0.2 -0.224
N 2.088644 -2.559846 1.415828 -0.1 0.0 0.1 -0.445
C 3.516435 -2.316722 1.567173 -0.1 0.0 0.0 -0.227
C 4.099117 -1.285117 0.626797 0.1 -0.1 0.0 -0.049
C 4.504556 -1.640863 -0.651864 0.0 0.0 0.2 -0.218
C 4.978637 -0.705510 -1.569208 0.1 0.4 -0.1 -0.256
C 5.031735 0.602969 -1.156515 -0.2 0.0 0.5 0.225
C 4.645494 0.971517 0.133109 0.1 -0.2 -0.5 0.304
C 4.177934 0.051382 1.038109 0.2 0.3 -0.2 -0.295
O 4.825612 2.318378 0.293246 -0.1 -0.4 0.4 -0.490
C 5.299849 2.794938 -0.947199 0.2 1.3 -0.3 0.235
O 5.456180 1.711407 -1.837476 0.0 -0.5 -0.2 -0.476
C 1.676011 -3.267996 0.217025 -0.2 0.0 -0.1 -0.230
C 1.152838 -2.355597 -0.888676 0.2 -0.2 -0.3 -0.240
H -3.383662 -1.238243 -1.108398 0.0 -0.1 -0.1 0.229
H -5.268038 -1.811472 -0.037131 0.1 -0.1 0.0 0.216
H -7.722956 -2.168435 -0.044314 0.1 -0.1 0.0 0.192
H -8.495461 1.816378 -0.358555 0.0 0.1 0.0 0.194
H -6.051395 2.385392 -0.380973 0.0 0.1 0.0 0.238
H -2.845214 4.128160 1.017477 -0.1 0.1 0.0 0.231
H -0.475848 4.867344 1.081769 0.0 0.1 0.0 0.232
H 0.767879 1.127187 -0.568897 0.2 0.0 0.0 0.233
H -0.717961 -0.654486 1.333452 0.1 -0.1 0.0 0.230
H -0.597871 -2.420757 1.408969 0.0 0.1 0.0 0.196
H 1.171714 -1.287907 2.780459 0.0 0.1 -0.1 0.202
H 1.742806 -0.463745 1.312619 -0.1 0.0 0.0 0.183
H 3.668813 -1.992917 2.600974 0.1 0.0 0.0 0.202
H 4.022777 -3.275203 1.433117 0.1 0.1 0.1 0.207
H 4.463615 -2.677113 -0.951824 0.0 -0.1 0.0 0.211
H 5.292444 -0.992299 -2.558501 0.0 0.0 -0.1 0.231
H 3.904178 0.351529 2.036731 -0.1 0.0 0.2 0.227
H 6.268959 3.296837 -0.801970 -0.2 -0.2 0.0 0.160
H 4.578197 3.515600 -1.366294 0.1 -0.2 0.1 0.160
H 0.885894 -3.975425 0.498030 0.1 0.0 -0.2 0.193
H 2.514380 -3.851376 -0.162516 0.0 0.0 0.0 0.213
H 1.949933 -1.691411 -1.244714 -0.1 -0.1 0.0 0.210
H 0.797982 -2.938415 -1.743658 0.1 0.0 0.1 0.227



Q: Which total energy values were calculated for the entries above? A: -11938.2638, -18138.4791, -15685.7029, -13580.4086, -7872.8628, -52997.7983, in eV.
Q: Which largest force on an atom values were calculated for the entries above? A: 1.2, 1.6, 2.4, 4.5, 0.6, 1.3, in eV Å⁻¹.